A cluster of 9 separate species, C22H66N4O9 in total in a non-equilibrium geometry, computed with ωB97M-V/def2-TZVPD.

```
101
Properties=species:S:1:pos:R:3:mulliken_charge:R:1
C 8.357 25.037 -29.888 -0.72
O 8.215 24.829 -28.496 -0.35
C 9.436 24.746 -27.679 -0.71
C 9.184 24.446 -26.162 0.47
C 10.200 24.600 -25.096 -1.25
N 8.622 23.095 -26.038 -0.72
H 7.469 25.556 -30.250 0.23
H 8.370 24.040 -30.328 0.28
H 9.286 25.492 -30.231 0.33
H 10.108 24.003 -28.108 0.34
H 9.798 25.765 -27.810 0.42
H 8.331 25.075 -25.910 0.25
H 9.743 24.383 -24.131 0.33
H 10.544 25.628 -25.209 0.34
H 10.944 23.807 -25.166 0.28
H 8.229 22.718 -26.889 0.26
H 7.734 23.178 -25.565 0.23
C 19.724 19.841 -12.276 -0.73
O 18.947 20.705 -13.103 -0.31
C 17.693 20.189 -13.608 -0.89
C 16.995 21.321 -14.437 0.43
C 17.960 22.133 -15.290 -1.35
N 16.342 22.155 -13.529 -0.74
H 19.075 19.129 -11.766 0.30
H 20.302 20.352 -11.506 0.22
H 20.320 19.397 -13.073 0.27
H 17.858 19.246 -14.128 0.48
H 16.996 19.764 -12.886 0.44
H 16.278 20.785 -15.059 0.28
H 18.545 22.818 -14.676 0.33
H 17.505 22.884 -15.935 0.40
H 18.614 21.442 -15.822 0.31
H 16.135 23.019 -14.009 0.27
H 17.067 22.450 -12.891 0.28
C 13.094 29.175 -14.655 -0.67
O 12.463 27.941 -15.058 -0.31
C 11.180 28.204 -15.746 -0.74
C 10.409 26.884 -16.044 0.61
C 11.002 26.095 -17.146 -1.49
N 9.056 27.376 -16.431 -0.72
H 12.340 29.820 -14.205 0.31
H 13.567 29.658 -15.511 0.26
H 13.844 28.855 -13.931 0.22
H 10.491 28.919 -15.296 0.40
H 11.359 28.629 -16.734 0.28
H 10.176 26.311 -15.146 0.31
H 10.852 26.638 -18.079 0.40
H 10.409 25.188 -17.264 0.36
H 12.086 25.985 -17.180 0.34
H 8.441 27.349 -15.630 0.23
H 8.564 26.804 -17.103 0.20
C 20.200 28.638 -22.814 -0.77
O 18.882 28.762 -22.372 -0.33
C 18.249 27.560 -22.083 -0.78
C 16.822 27.740 -21.539 0.57
C 16.769 28.586 -20.254 -1.44
N 16.275 26.407 -21.355 -0.78
H 20.387 27.876 -23.571 0.32
H 20.880 28.378 -22.003 0.31
H 20.436 29.613 -23.241 0.25
H 18.161 27.054 -23.044 0.38
H 18.848 26.978 -21.382 0.38
H 16.248 28.191 -22.349 0.32
H 15.856 28.348 -19.708 0.40
H 16.742 29.641 -20.528 0.35
H 17.626 28.615 -19.581 0.31
H 16.381 25.731 -22.097 0.26
H 16.970 25.981 -20.758 0.27
C 18.472 16.162 -19.818 -0.82
C 17.197 16.969 -19.832 -0.39
O 17.533 18.395 -19.992 -0.48
H 18.186 15.116 -19.924 0.30
H 18.932 16.253 -18.833 0.24
H 19.210 16.343 -20.599 0.27
H 16.615 16.951 -18.910 0.25
H 16.433 16.590 -20.510 0.34
H 17.248 18.405 -20.909 0.29
C 7.449 17.645 -19.331 -0.86
C 8.499 16.576 -19.380 -0.31
O 8.420 15.994 -20.636 -0.51
H 7.880 18.576 -19.700 0.20
H 7.217 17.916 -18.301 0.30
H 6.518 17.348 -19.814 0.33
H 8.363 15.817 -18.610 0.24
H 9.402 17.142 -19.152 0.29
H 7.581 15.529 -20.590 0.31
C 18.548 21.596 -24.805 -0.84
C 17.106 21.287 -25.227 -0.34
O 16.167 21.097 -24.125 -0.52
H 18.451 22.363 -24.037 0.23
H 18.961 22.090 -25.685 0.30
H 18.988 20.644 -24.509 0.29
H 17.001 20.474 -25.944 0.34
H 16.668 22.184 -25.666 0.26
H 15.400 20.614 -24.440 0.29
O 10.865 19.296 -23.685 -0.65
H 10.157 19.888 -23.937 0.32
H 10.418 18.512 -23.365 0.33
O 12.409 20.637 -19.833 -0.64
H 13.208 21.129 -20.023 0.32
H 12.032 20.451 -20.692 0.32
```

Total energy in hartree: -1773.71063
F_max in eV/Å: 3.7
M in u: 530.79
HOMO energy in eV: -9.00
Energy above the lowest of the compared OMol25 structures with the same formula, charge and spin in eV: 5.1740
SMILES: COC[C@H](C)N.COC[C@H](C)N.COC[C@H](C)N.COC[C@H](C)N.CCO.CCO.CCO.O.O
Gap between HOMO and LUMO in eV: 9.35
Spin multiplicity: 1

=====

A cluster of 11 separate species, C22H66O11S9 in total in a non-equilibrium geometry, computed with ωB97M-V/def2-TZVPD.

```
108
Properties=species:S:1:pos:R:3:mulliken_charge:R:1
C 2.583 5.129 -2.693 -1.46
C 2.085 4.281 -1.512 0.42
O 0.589 4.274 -1.566 -0.52
H 2.159 4.904 -3.621 0.39
H 3.676 5.124 -2.686 0.35
H 2.201 6.026 -2.482 0.39
H 2.288 4.835 -0.467 -0.03
H 2.444 3.249 -1.311 0.15
H 0.218 3.502 -1.073 0.42
C -4.235 0.932 -2.061 -0.13
C -5.443 0.650 -3.146 -1.01
O -6.550 0.693 -2.416 -0.51
H -4.318 1.944 -1.847 -0.38
H -3.472 0.864 -2.691 0.50
H -4.023 0.121 -1.227 0.22
H -5.346 -0.265 -3.536 0.42
H -5.446 1.352 -3.793 0.61
H -7.169 1.225 -3.101 0.35
C -0.902 -3.950 -4.333 -0.84
S -1.519 -3.891 -2.684 0.36
O -0.527 -2.887 -2.024 -0.34
C -3.000 -2.964 -2.891 -0.82
H -1.801 -4.170 -4.975 0.40
H 0.166 -4.528 -4.512 0.26
H -0.737 -2.925 -4.567 0.19
H -3.411 -2.842 -1.860 0.24
H -3.701 -3.455 -3.581 0.52
H -2.717 -2.002 -3.363 0.19
C -2.211 -3.931 1.363 -0.28
S -2.700 -5.218 2.498 0.39
O -1.710 -6.398 2.141 -0.60
C -1.952 -4.455 4.014 -0.75
H -1.105 -3.789 1.429 -0.02
H -2.614 -2.910 1.807 0.32
H -2.421 -4.364 0.359 0.10
H -2.076 -5.043 4.985 0.33
H -2.315 -3.484 4.167 0.28
H -0.896 -4.361 3.820 0.21
C 2.950 -6.350 0.845 -1.16
S 1.791 -4.999 1.043 0.62
O 2.389 -4.004 2.080 -0.63
C 1.979 -4.198 -0.522 -0.88
H 2.978 -6.682 1.822 0.38
H 3.950 -5.923 0.502 0.29
H 2.710 -7.076 0.111 0.39
H 1.842 -4.829 -1.327 0.67
H 3.078 -4.059 -0.876 0.43
H 1.313 -3.303 -0.296 -0.17
C -3.819 4.759 -1.076 -0.90
S -3.481 4.792 0.691 0.83
O -4.943 5.288 1.119 -0.81
C -3.732 2.992 0.913 -0.39
H -2.881 4.171 -1.388 0.19
H -3.933 5.676 -1.390 0.55
H -4.655 4.056 -1.457 0.11
H -3.149 2.432 0.227 -0.39
H -4.764 2.996 0.898 0.67
H -3.135 2.823 1.828 0.12
C 1.426 0.150 0.025 -0.62
S -0.142 0.847 0.727 0.64
O -0.207 2.265 0.076 -0.73
C -1.195 -0.143 -0.357 -0.59
H 1.154 0.179 -1.060 -0.78
H 1.353 -0.695 0.461 0.87
H 2.134 0.802 0.521 0.28
H -1.084 -0.332 -1.444 0.35
H -2.204 0.134 -0.206 0.17
H -1.086 -1.159 0.216 -0.03
C 1.205 -0.368 5.866 -0.78
S 0.337 0.931 4.939 0.41
O 1.312 1.388 3.844 -0.50
C -0.893 -0.121 4.156 -0.24
H 1.781 -0.837 5.237 0.11
H 0.477 -1.154 6.249 0.33
H 1.719 0.137 6.621 0.36
H -1.557 -0.630 4.891 0.48
H -0.266 -0.690 3.363 -0.01
H -1.349 0.603 3.399 -0.09
C -0.231 6.767 0.682 -0.45
S -0.111 6.377 2.436 0.34
O -1.434 5.712 2.754 -0.58
C 0.905 5.049 2.230 -0.18
H 0.834 7.276 0.249 0.23
H -1.108 7.507 0.446 0.33
H -0.465 5.929 0.015 -0.02
H 0.832 4.643 3.293 0.19
H 1.916 5.429 2.009 0.43
H 0.782 4.299 1.439 -0.23
C 2.727 -2.382 -4.449 -1.63
S 2.167 -1.537 -2.996 1.05
O 3.385 -1.136 -2.159 -0.70
C 1.859 0.018 -3.796 -0.84
H 3.460 -1.950 -5.015 0.55
H 2.069 -2.346 -5.274 0.45
H 3.103 -3.390 -4.340 0.38
H 1.633 0.683 -2.964 0.00
H 1.139 -0.062 -4.625 0.38
H 2.751 0.451 -4.297 0.40
C 3.858 -0.527 2.653 -0.52
S 4.916 -0.406 1.229 0.84
O 5.601 1.013 1.420 -0.75
C 6.036 -1.559 2.004 -1.06
H 3.014 0.189 2.452 -0.07
H 4.493 -0.009 3.544 0.36
H 3.546 -1.680 3.005 0.20
H 6.642 -1.790 1.098 0.35
H 5.549 -2.466 2.288 0.33
H 6.637 -1.247 2.838 0.37
```

Total energy in hartree: -5288.40432
F_max in eV/Å: 8.7
M in u: 795.36
HOMO energy in eV: -7.96
Energy above the lowest of the compared OMol25 structures with the same formula, charge and spin in eV: 0.0000
Gap between HOMO and LUMO in eV: 7.64
Spin multiplicity: 1

=====

A cluster of 11 separate species, C22H66O17 in total in a non-equilibrium geometry, computed with ωB97M-V/def2-TZVPD.

```
105
Properties=species:S:1:pos:R:3:mulliken_charge:R:1
C -26.121 13.612 14.027 -1.29
C -26.902 12.287 14.192 -0.55
O -26.556 11.319 13.204 -0.09
H -26.472 14.218 14.861 0.40
H -26.348 14.050 13.055 0.30
H -25.035 13.632 14.123 0.19
H -27.940 12.544 13.980 0.41
H -26.959 11.774 15.152 0.28
H -27.099 10.534 13.303 0.13
C -24.427 7.350 6.738 -0.18
C -23.160 6.930 5.981 -0.58
O -23.455 6.479 4.656 -0.51
H -25.083 6.546 7.073 0.18
H -24.991 7.998 6.068 0.03
H -24.105 7.993 7.557 0.05
H -22.754 6.181 6.661 0.29
H -22.417 7.727 5.979 0.36
H -22.556 6.448 4.319 0.32
C -24.417 9.678 15.000 0.07
C -25.058 9.213 16.283 -1.40
O -25.523 7.887 16.178 3.33
H -23.435 9.223 14.869 0.36
H -24.297 10.761 14.984 0.06
H -25.050 9.412 14.154 -0.51
H -25.873 9.904 16.499 0.48
H -24.584 9.173 17.264 -0.21
H -25.575 7.492 17.052 -1.28
C -27.030 11.723 5.965 -0.90
C -27.259 12.123 7.430 -0.18
O -27.799 11.058 8.100 -0.39
H -26.392 10.854 5.802 0.12
H -26.830 12.595 5.343 0.43
H -27.995 11.324 5.653 0.21
H -27.959 12.951 7.539 0.37
H -26.296 12.438 7.831 0.20
H -27.041 10.528 8.360 0.12
C -21.883 12.240 12.994 -0.79
C -20.411 12.071 13.299 -0.43
O -20.046 13.086 14.105 -0.52
H -22.171 11.389 12.377 0.03
H -21.977 13.142 12.389 0.47
H -22.428 12.345 13.933 0.31
H -19.922 12.094 12.325 0.29
H -20.357 11.131 13.848 0.33
H -20.285 13.949 13.759 0.31
C -25.359 8.407 10.670 1.54
C -24.708 9.758 10.432 -0.47
O -25.650 10.806 10.336 -0.33
O -24.356 7.550 11.154 -0.46
H -25.914 7.905 9.878 -0.33
H -25.993 8.471 11.554 -0.55
H -24.094 9.801 9.532 0.31
H -24.130 9.990 11.326 0.05
H -26.135 11.064 11.123 0.25
H -24.698 7.151 11.957 0.12
C -26.291 4.392 13.475 -0.29
C -25.184 5.431 13.906 -1.01
O -25.608 6.735 13.706 -0.52
O -25.937 3.266 14.130 -0.37
H -26.221 4.291 12.392 -0.01
H -27.261 4.836 13.697 0.07
H -24.288 5.175 13.340 0.15
H -24.944 5.252 14.954 0.29
H -25.668 7.202 14.543 -0.04
H -26.197 3.426 15.041 0.33
C -28.981 7.917 14.714 -1.11
C -29.141 8.922 13.559 -0.74
O -28.050 9.100 12.779 0.12
O -28.316 6.683 14.438 -0.09
H -29.982 7.667 15.066 0.34
H -28.499 8.349 15.591 0.29
H -29.361 9.894 14.000 0.19
H -29.934 8.714 12.841 0.55
H -28.431 9.180 11.901 0.04
H -27.538 6.966 13.952 0.11
C -19.258 7.078 10.969 -0.45
C -20.733 6.992 11.122 -0.13
O -21.341 5.743 10.852 -0.55
O -18.868 6.759 9.687 -0.51
H -18.662 6.480 11.658 0.30
H -18.979 8.109 11.186 0.25
H -21.127 7.849 10.575 0.19
H -20.877 7.187 12.185 0.21
H -22.282 5.811 11.031 0.29
H -19.485 6.052 9.485 0.34
C -28.044 7.009 6.190 -0.46
C -28.060 8.291 5.288 -0.11
O -29.058 9.175 5.766 -0.58
O -27.764 7.437 7.535 -0.18
H -27.184 6.460 5.805 0.37
H -28.958 6.417 6.242 0.30
H -28.142 8.029 4.234 0.42
H -27.063 8.727 5.361 -0.17
H -28.859 9.222 6.704 0.34
H -27.564 6.636 8.025 0.02
C -29.107 4.967 11.141 -0.19
C -28.127 5.402 10.101 -0.39
O -28.071 4.821 8.831 -0.55
O -28.805 3.619 11.591 -0.48
H -30.107 4.955 10.708 0.38
H -29.121 5.628 12.007 0.04
H -27.115 5.385 10.505 0.49
H -28.271 6.475 9.978 0.14
H -27.675 3.947 8.811 0.32
H -28.301 3.177 10.905 0.31
```

Total energy in hartree: -2156.62846
Charge: -1
F_max in eV/Å: 3.8
M in u: 602.75
HOMO energy (spin up / spin down) in eV: 0.26 / -7.13
Gap between HOMO and LUMO (spin up / spin down) in eV: 1.64 / 8.94
⟨S²⟩: 0.75
Spin multiplicity: 2